Formula: C33H37ClN2O19S
Source: the OMol25 dataset
Level of theory: the ωB97M-V functional and the def2-TZVPD basis

As for the structure (SMILES): CCOC(=O)CCC[C@](CCCCS(=O)(=O)Cl)(CNC)OC(=O)OC#N.O=C1C=C(O)C(=O)C=C1O.O=C1C=C(O)C(=O)C=C1O.O=C1C=C(O)C(=O)C=C1O. The value obtained for the HOMO energy is -9.2 eV.

```
93
Properties=species:S:1:pos:R:3:forces:R:3
C -2.035 2.167 -7.190 -0.289 -0.415 0.484
C -2.125 0.556 -6.943 -0.605 2.386 -1.504
O -1.042 0.223 -6.034 -1.277 -2.600 0.929
C -1.249 -1.017 -5.385 -1.314 -1.907 0.092
O -2.234 -1.771 -5.579 3.302 3.011 0.422
C -0.102 -1.452 -4.329 0.010 1.296 -0.277
C -0.417 -0.845 -2.874 -0.937 -0.399 0.221
C 0.667 -1.259 -1.758 -1.298 -0.699 0.402
C 0.443 -0.485 -0.340 1.474 -0.170 -1.547
C 0.833 1.069 -0.438 -0.329 0.688 -0.906
C 1.786 1.469 -1.670 1.080 1.280 0.394
C 3.318 0.932 -1.510 -0.821 -1.576 -0.564
C 3.892 0.399 -2.938 -1.817 0.156 0.592
S 5.352 -0.738 -2.758 5.388 0.652 -3.854
O 5.491 -1.707 -3.907 -1.558 2.352 3.372
O 6.578 0.148 -2.633 -3.854 -2.104 0.451
Cl 5.292 -1.879 -1.007 -0.551 0.616 -0.668
C 1.260 -1.337 0.748 0.666 -0.186 0.028
N 1.741 -0.587 1.939 0.444 -0.993 -0.445
C 3.190 -0.249 1.887 -0.062 2.170 0.031
O -1.031 -0.531 -0.150 -0.078 -0.837 3.396
C -1.366 -0.535 1.217 -0.382 3.048 1.023
O -1.420 0.443 1.977 0.588 -3.823 -3.068
O -1.732 -1.835 1.774 -3.141 -0.106 -2.599
C -3.024 -2.199 1.283 -2.941 1.759 1.225
N -4.232 -2.208 1.139 6.500 -0.404 0.359
H -2.350 2.421 -8.266 0.559 -0.359 1.677
H -0.990 2.578 -6.956 -1.480 -0.741 -0.550
H -2.765 2.669 -6.466 1.049 -0.547 -1.073
H -3.168 0.365 -6.531 1.669 -0.262 -0.375
H -2.004 0.081 -7.980 -0.016 0.156 1.815
H -0.072 -2.595 -4.292 -0.066 1.729 -0.149
H 0.902 -1.014 -4.679 -1.408 -0.827 0.346
H -1.420 -1.317 -2.541 1.581 0.866 -0.494
H -0.618 0.294 -2.913 0.576 -1.813 -0.057
H 1.749 -1.231 -2.112 -1.453 0.286 0.547
H 0.446 -2.369 -1.509 0.465 1.662 -0.436
H -0.154 1.652 -0.605 1.528 -1.043 0.343
H 1.299 1.516 0.502 -0.637 -0.892 -1.100
H 1.367 1.230 -2.702 0.450 0.072 1.507
H 1.882 2.623 -1.631 -0.384 -1.789 -0.160
H 4.007 1.687 -1.009 -0.900 -1.153 -0.713
H 3.222 -0.027 -0.868 0.519 1.718 -0.816
H 4.198 1.244 -3.640 0.172 -1.293 1.017
H 3.074 -0.202 -3.492 1.413 0.752 1.004
H 0.714 -2.296 1.098 0.431 1.615 -0.843
H 2.207 -1.728 0.207 -1.578 0.612 0.737
H 1.146 0.210 2.189 0.533 -0.525 -0.197
H 3.287 0.708 1.240 0.467 -1.505 0.869
H 3.857 -1.058 1.441 -1.149 0.961 0.780
H 3.567 0.073 2.932 -0.593 -0.888 -1.601
C 7.032 4.916 2.390 -0.060 0.141 0.346
C 6.756 3.942 1.520 0.765 0.514 -1.072
C 5.877 2.796 1.889 -0.418 -0.500 0.386
O 5.631 1.934 1.061 0.198 0.340 -0.105
C 5.341 2.751 3.253 0.045 -0.159 -0.425
C 5.620 3.723 4.125 -0.746 -0.548 1.118
C 6.476 4.884 3.747 0.522 0.620 -0.304
O 6.694 5.762 4.563 -0.254 -0.398 0.051
O 5.132 3.694 5.395 0.725 0.553 -1.070
O 7.266 3.957 0.258 -0.807 -0.537 1.031
H 7.666 5.754 2.134 -0.027 -0.033 0.004
H 4.719 1.906 3.514 0.029 0.045 0.014
H 5.473 4.504 5.823 -0.077 -0.116 -0.003
H 6.921 3.150 -0.173 0.140 0.097 -0.023
C -4.916 -5.610 1.854 -0.443 -0.053 -0.475
C -4.049 -5.807 2.842 0.319 1.207 0.260
C -3.723 -7.176 3.331 0.070 -0.729 0.199
O -2.908 -7.319 4.227 -0.127 0.364 -0.177
C -4.415 -8.310 2.708 0.226 0.170 0.216
C -5.291 -8.111 1.719 -0.284 -1.339 -0.139
C -5.592 -6.741 1.212 -0.093 0.737 -0.198
O -6.381 -6.598 0.294 0.130 -0.407 0.223
O -5.943 -9.152 1.132 0.292 1.300 0.149
O -3.427 -4.756 3.444 -0.080 -1.261 -0.068
H -5.155 -4.619 1.490 0.012 -0.017 0.006
H -4.185 -9.298 3.083 -0.005 0.031 -0.019
H -6.515 -8.749 0.449 0.068 -0.097 0.076
H -2.845 -5.153 4.120 -0.069 0.119 -0.066
C -4.115 2.279 2.280 -0.134 -0.051 0.288
C -3.860 3.035 1.210 0.486 -0.980 -0.650
C -4.179 4.491 1.195 -0.220 0.710 0.113
O -3.915 5.156 0.207 0.078 -0.417 0.036
C -4.812 5.070 2.385 0.151 0.027 -0.362
C -5.069 4.312 3.454 -0.565 1.026 0.750
C -4.725 2.862 3.479 0.201 -0.790 -0.068
O -4.958 2.205 4.479 -0.087 0.457 -0.087
O -5.658 4.834 4.565 0.555 -1.006 -0.719
O -3.296 2.507 0.088 -0.438 0.965 0.651
H -3.886 1.222 2.305 -0.005 0.056 0.021
H -5.054 6.123 2.354 0.011 -0.034 0.006
H -5.735 4.089 5.192 -0.006 0.130 -0.049
H -3.214 3.254 -0.537 -0.024 -0.120 0.067
```
Forces are in eV/Å.

=====

Formula: C33H37GeN9PdS2
Source: the OMol25 dataset
Level of theory: the ωB97M-V functional and the def2-TZVPD basis

The expectation value of S² is 2.039. As for the charge: +4. The value obtained for the HOMO energy (spin up / spin down) is -18.0 / -18.0 eV. The spin multiplicity is 3.

```
83
Properties=species:S:1:pos:R:3:forces:R:3
Pd -0.025 0.271 -0.536 0.224 -0.370 -0.205
N -2.941 -1.578 -1.851 -0.006 0.013 0.092
C -1.958 -2.230 -1.248 0.041 0.020 0.008
N -0.823 -1.692 -0.827 0.078 -0.029 0.008
C 0.034 -2.689 -0.356 -0.065 0.005 -0.033
C -0.503 -3.951 -0.333 -0.100 0.061 -0.047
S -2.079 -3.956 -0.967 0.091 0.006 0.026
C 1.396 -2.367 -0.089 0.057 -0.088 0.033
C 2.383 -3.262 0.373 -0.057 0.107 -0.021
S 3.888 -2.524 0.435 -0.004 0.068 -0.019
C 3.160 -1.030 -0.188 -0.059 0.015 0.011
N 1.840 -1.116 -0.354 0.098 0.077 -0.076
N 3.894 0.015 -0.493 -0.013 0.025 -0.078
H -2.767 -0.665 -2.255 0.014 0.010 -0.032
H -3.761 -2.070 -2.171 -0.021 -0.010 -0.025
H -0.035 -4.869 -0.015 0.018 -0.041 0.009
H 2.256 -4.295 0.658 -0.004 -0.041 0.008
H 4.895 -0.019 -0.347 0.009 0.005 0.003
H 3.564 0.733 -1.172 -0.024 -0.132 0.057
C 2.190 3.218 1.538 0.006 -0.022 0.012
C 1.283 2.245 1.180 0.038 -0.037 -0.013
N 1.054 1.947 -0.111 -0.161 0.080 -0.040
C 1.710 2.606 -1.071 -0.030 -0.086 -0.035
C 2.690 3.550 -0.795 -0.003 0.023 -0.059
C 2.903 3.873 0.543 -0.011 0.013 0.013
C 3.426 4.250 -1.861 -0.107 0.015 0.084
C 3.860 3.806 -3.042 0.083 -0.029 -0.075
C 3.836 2.477 -3.680 -0.009 0.052 -0.077
C 4.253 2.390 -5.000 -0.017 0.006 -0.080
C 4.190 1.154 -5.629 -0.009 0.015 0.032
N 3.747 0.070 -4.997 -0.026 -0.022 0.018
C 3.414 0.238 -3.730 0.046 0.059 -0.052
N 3.435 1.369 -3.027 0.014 -0.091 0.156
H 2.351 3.451 2.580 -0.002 0.005 0.008
H 0.723 1.671 1.909 -0.027 0.024 0.007
H 1.460 2.358 -2.094 0.024 0.053 0.139
H 3.628 4.633 0.806 0.013 0.008 -0.001
H 3.645 5.289 -1.636 0.014 0.006 0.025
H 4.345 4.549 -3.664 0.042 0.004 0.021
H 4.608 3.262 -5.531 0.010 0.010 -0.007
H 4.496 1.031 -6.661 -0.001 -0.007 -0.007
H 3.081 -0.653 -3.204 -0.010 -0.041 0.040
N -2.507 0.499 5.625 -0.019 0.006 0.055
C -2.170 -0.840 5.022 0.010 -0.012 -0.006
C -1.143 -0.660 3.906 -0.030 -0.027 -0.003
N -1.550 0.292 2.868 -0.119 0.023 0.203
C -1.887 1.577 3.487 0.005 -0.006 0.011
C -2.954 1.482 4.574 0.008 0.005 -0.007
H -1.691 0.870 6.122 -0.039 -0.015 -0.018
H -3.239 0.387 6.334 0.041 0.007 -0.036
H -3.108 -1.250 4.645 0.008 0.001 0.005
H -1.800 -1.485 5.817 -0.001 0.009 0.000
H -0.953 -1.637 3.463 -0.014 0.008 0.006
H -0.197 -0.315 4.332 0.005 -0.003 -0.001
H -2.363 -0.072 2.375 0.075 0.048 0.007
H -2.220 2.287 2.730 -0.035 -0.021 0.002
H -0.973 1.993 3.922 0.012 0.013 -0.017
H -3.900 1.105 4.184 0.002 0.007 0.000
H -3.131 2.440 5.060 0.009 -0.008 0.009
Ge -1.897 1.921 -1.114 -0.199 0.210 -0.051
C -1.833 1.343 -2.951 0.040 0.022 -0.005
C -0.679 1.070 -3.693 0.019 -0.022 0.030
C -0.780 0.748 -5.038 -0.008 -0.019 0.007
C -2.025 0.712 -5.654 -0.021 0.011 0.029
C -3.178 0.984 -4.926 0.045 -0.017 -0.008
C -3.089 1.283 -3.573 0.021 -0.027 -0.007
C -1.673 3.727 -0.616 0.008 0.069 -0.061
C -0.865 4.603 -1.356 -0.041 -0.003 -0.019
C -0.891 5.958 -1.084 -0.015 0.010 0.044
C -1.724 6.451 -0.081 -0.003 -0.038 -0.009
C -2.543 5.593 0.644 0.040 0.030 -0.017
C -2.516 4.234 0.382 0.058 -0.015 0.018
H -3.021 1.244 -0.307 0.029 -0.038 0.036
H 0.306 1.100 -3.236 -0.026 0.027 -0.026
H 0.112 0.531 -5.611 0.014 -0.005 -0.009
H -2.099 0.474 -6.707 -0.003 -0.002 -0.009
H -4.145 0.970 -5.411 -0.011 0.004 -0.009
H -3.999 1.499 -3.022 -0.007 0.011 0.005
H -0.254 4.237 -2.173 -0.013 0.002 0.010
H -0.287 6.639 -1.667 0.007 0.017 -0.007
H -1.751 7.514 0.117 -0.002 0.005 0.001
H -3.213 5.991 1.394 -0.006 0.011 0.010
H -3.189 3.576 0.921 0.000 -0.021 0.011
```
Forces are in eV/Å.